A 2-piece molecular cluster, C3H10NOS overall, computed with ωB97M-V with the def2-TZVPD basis set.

```
16
Properties=species:S:1:pos:R:3:nbo_charge:R:1
C -1.20 -1.75 -0.02 -0.406
N -0.47 -0.49 -0.02 -0.700
C -1.37 0.67 0.08 -0.215
C -0.64 2.02 -0.06 -0.521
S 1.20 1.95 -0.35 -0.719
H -1.49 -1.89 1.02 0.174
H -0.46 -2.53 -0.29 0.188
H -2.02 -1.68 -0.74 0.153
H 0.38 -0.16 -0.51 0.416
H -2.13 0.54 -0.73 0.123
H -1.92 0.65 1.02 0.151
H -0.80 2.54 0.90 0.177
H -1.12 2.58 -0.88 0.179
H 4.48 -0.32 0.59 0.471
H 3.30 -1.04 -0.03 0.488
O 4.26 -1.10 0.05 -0.961
```

Calculated values
F_max ... 2.53 eV Å⁻¹
Multiplicity ... 1
Energy above the lowest of the compared OMol25 structures with the same formula, charge and spin ... 127.4 kJ/mol
E_tot ... -648.48305 a.u.
Net charge ... -1